Here is an isolated ion of composition C8H10NO2S2 and charge -1 at a distorted geometry from the Open Molecules 2025 dataset. Energies are from ωB97M-V/def2-TZVPD.

Geometry as XYZ:
```
23
Properties=species:S:1:pos:R:3:nbo_charge:R:1
C -4.321 -0.538 0.078 -0.23
C -2.209 -1.149 -0.286 0.06
C -1.992 0.249 -0.097 -0.31
C -0.887 1.172 -0.094 0.48
C -1.065 -2.108 -0.609 -0.64
C 3.214 -0.107 0.991 -0.61
C 2.879 0.541 -0.416 -0.46
C 1.625 1.314 -0.368 0.09
N -3.524 -1.521 -0.199 -0.43
O 0.405 0.724 -0.308 -0.47
O -1.160 2.465 0.254 -0.71
S -3.529 0.991 0.298 0.34
S 1.973 2.960 -0.249 -0.46
H -5.279 -0.811 0.335 0.19
H -0.916 -2.874 0.239 0.21
H -1.306 -2.418 -1.626 0.21
H -0.204 -1.566 -0.777 0.22
H 2.418 -0.402 1.654 0.21
H 3.772 0.457 1.668 0.20
H 3.773 -1.157 0.957 0.18
H 2.789 -0.162 -1.163 0.19
H 3.770 1.204 -0.651 0.24
H -0.227 2.736 0.370 0.50
```

Kohn-Sham gap (alpha / beta) (Eh): 0.2015 / 0.1765
Net charge: -1
HOMO level (alpha / beta) (eV): -2.30 / -1.63
Relative energy (zero: lowest compared OMol25 entry of this formula, charge and spin) (kJ/mol): 226.2
E_tot (eV): -35711.42678